1.
Here is an isolated molecule of C4H8O2 from the Open Molecules 2025 dataset. Energies are from wB97M-V/def2-TZVPD.

Summary:
* HOMO level: -10.04 eV
* SMILES: C[C@@H](O)[C@H]1CO1
* calculated total energy: -307.5804 hartree
* energy relative to the best compared isomer or geometry (same formula, charge and spin): 346.7 kJ/mol
* net charge: 0

Structure (XYZ):
```
14
C4H8O2 (wB97M-V/def2-TZVPD)
H -0.78375 0.39446 -1.81576
H 1.92195 -1.06026 0.16190
O -1.98117 0.66063 -0.76191
H -1.88478 -0.66537 0.74393
H 1.55482 1.28058 -1.17848
C -0.54691 0.03428 -0.80103
C 0.44750 0.56873 0.22442
H 2.03345 -0.00223 1.57705
H -0.16654 1.04116 1.00367
H -2.17041 -1.48596 -0.87613
C -1.74074 -0.64956 -0.33300
H 0.74575 -1.21738 1.48402
O 1.23911 1.60123 -0.32459
C 1.33173 -0.50030 0.89593
```

Computed Löwdin charges, given in elementary charges: H 0.158; H 0.081; O -0.091; H 0.121; H 0.095; C -0.129; C -0.408; H 0.084; H 0.152; H 0.113; C -0.188; H 0.078; O -0.029; C -0.037

***

2.
Here is a structure of composition C36H44BrCuN5O6S2 from the Open Molecules 2025 dataset. Energies are from wB97M-V/def2-TZVPD.

Summary:
* HOMO level (alpha / beta): -8.30 / -8.30 eV
* calculated total energy: -7134.2859 hartree
* <S²>: 0.753
* spin multiplicity: 2
* energy relative to the best compared isomer or geometry (same formula, charge and spin): 79.9 kJ/mol
* net charge: 0

Structure (XYZ):
```
95
C36H44BrCuN5O6S2 (wB97M-V/def2-TZVPD)
S -4.30240 3.53621 -2.54807
H -0.14139 4.47181 -1.92339
C 1.26212 -2.70243 0.53015
C -5.38284 -1.69607 2.38240
C -4.07200 -2.03936 1.97791
C 3.16618 -1.76427 3.76140
H -6.14780 -2.49944 2.31524
H 3.34093 -2.13187 0.94151
H 3.67363 -0.08235 2.40582
O -2.53087 -2.73173 -1.66796
H -4.67874 1.49711 3.32435
C 1.14474 -2.92261 -3.60091
H 2.12718 -0.04999 -4.83678
H 1.40352 1.58529 0.07059
H -4.90241 -4.33582 -0.84102
H 0.05044 2.82047 0.39976
C -4.58386 0.44159 3.02542
C 1.25140 -2.67562 -0.90179
C -0.43989 3.44374 -2.24223
C 0.33096 6.79470 2.28410
C 0.47597 2.33616 -1.71547
C -4.87953 -3.76945 -1.74678
C -3.80679 -3.44252 1.43179
H 2.28677 -1.64407 -5.68841
H 1.64401 6.32826 0.62717
C -3.35037 0.06719 2.46212
O -2.59601 -3.76562 1.02912
C -2.97196 5.85479 -0.30302
H 1.11874 -3.25360 -4.68427
O -2.66990 -5.20539 -1.97691
H 4.55740 0.24888 -3.69520
H 1.64973 -0.42188 4.62424
C -0.11989 -3.06341 2.44327
H 1.12374 6.87968 3.02593
H 3.61608 -0.40358 -5.84536
C 2.10684 -2.25774 2.76362
H -0.02174 1.29933 -1.77911
C -1.81088 6.33493 0.50738
H -2.12168 2.31317 -1.59666
C 0.91381 2.47747 -0.26994
N 0.09999 -3.07525 1.09820
H -4.94005 -2.67054 -1.44731
C -2.06782 6.73936 1.81260
C 2.27812 -2.31726 -3.04974
C 2.50626 -1.03796 4.97235
H 3.32899 0.07873 -2.31890
C 4.34400 -2.59590 -4.43793
Cu -1.30931 -3.37224 -0.26841
C 2.34140 -2.25642 -1.66804
H -1.08722 -3.35097 2.76429
O -3.12840 -3.68800 -3.89258
O -4.81274 -4.23105 1.47159
H -0.23016 5.87675 -0.95440
H 3.76361 -3.34315 -5.12263
H 4.83260 -0.86541 -2.24216
H 3.24126 -1.87193 -1.17129
H 1.66031 3.28718 -0.22478
H -3.10089 6.92601 2.11609
N -3.07913 -1.16719 2.01920
H -5.64821 -4.02532 -2.51463
N -1.78739 3.25257 -1.59897
H 5.13731 -2.08364 -5.02498
N -2.70689 5.47467 -1.68897
H 4.80647 -0.28630 3.74441
H 4.88298 -1.41109 2.42791
O -4.14522 5.91885 0.02729
C 3.96709 -3.00174 4.19178
H -0.87361 -3.54588 -3.21747
C -1.00202 7.02788 2.67754
C -2.84863 4.07497 -1.94741
C -0.45897 6.23058 0.08484
C 0.59788 6.47987 0.93856
H 4.64029 -2.69072 5.02122
C 4.05233 -0.47525 -2.97512
C 0.89389 -2.72626 3.27300
H -3.51341 5.85230 -2.13957
S -3.20184 -3.88863 -2.43316
C 2.80306 -0.83563 -5.11789
H 1.32608 2.28987 -2.36672
C -5.63182 -0.43640 2.88794
C 0.04451 -3.15017 -2.78972
N 0.05249 -3.02104 -1.48924
H -6.57927 -0.15644 3.28749
H -0.63030 3.38849 -3.32412
Br -1.95689 1.34172 2.25183
H 4.57758 -3.39313 3.33153
C 2.38392 -2.37257 1.41948
H 2.08178 -1.81449 5.63774
C 4.18213 -0.84168 3.03610
H 3.34883 -3.83431 4.51547
H 4.82972 -3.19942 -3.65098
C 3.37773 -1.55614 -3.85667
H 0.67590 -2.62616 4.32245
H -1.23086 7.38425 3.66069
H 3.19928 -0.28034 5.47220
```

Computed Löwdin charges, given in elementary charges: S 0.673; H 0.089; C -0.141; C 0.009; C -0.183; C -0.541; H 0.130; H 0.112; H 0.095; O -0.436; H 0.106; C 0.041; H 0.071; H 0.049; H 0.023; H 0.063; C -0.107; C -0.149; C -0.164; C -0.065; C -0.258; C -0.117; C -0.484; H 0.076; H 0.110; C -0.727; O -0.135; C -0.362; H 0.148; O -0.364; H 0.103; H 0.091; C -0.039; H 0.103; H 0.124; C -0.161; H 0.132; C -0.134; H 0.088; C -0.120; N 0.061; H 0.086; C -0.017; C -0.134; C -0.044; H 0.084; C -0.063; Cu 0.673; C 0.044; H 0.107; O -0.350; O -0.005; H 0.095; H 0.120; H 0.096; H 0.110; H 0.070; H 0.124; N 0.092; H 0.077; N -0.011; H 0.090; N 0.051; H 0.083; H 0.070; O 0.107; C -0.050; H 0.096; C -0.062; C -0.848; C -0.034; C -0.084; H 0.100; C -0.068; C 0.005; H 0.073; S 0.508; C -0.061; H 0.085; C -0.064; C -0.066; N 0.035; H 0.105; H 0.122; Br 0.714; H 0.100; C 0.083; H 0.082; C -0.066; H 0.082; H 0.085; C -0.550; H 0.114; H 0.095; H 0.106

***

3.
Here is a cluster of 2 separate species, C31H59ClO6P in total from the Open Molecules 2025 dataset. Energies are from wB97M-V/def2-TZVPD.

Summary:
* HOMO level: -10.77 eV
* calculated total energy: -2469.1808 hartree
* net charge: +1

Structure (XYZ):
```
98
C31H59ClO6P (wB97M-V/def2-TZVPD)
H -0.50396 -3.52395 -6.59242
H -2.22031 -4.32090 -4.21000
C -2.29974 -2.26368 -0.62873
H 1.13370 -2.13507 -5.48515
H -4.86632 -5.30086 -3.16453
H 3.26909 0.26078 2.77665
C -2.36645 3.28247 3.25184
H 2.06935 1.80916 3.89106
H 5.04419 0.93239 4.01594
C -4.58827 -3.14998 -3.04528
H -3.89225 -1.77060 -4.53736
C 0.22656 5.07152 3.29497
H 2.12416 -3.51188 -5.07816
H -0.88253 -0.78802 -5.00372
C -2.88177 -0.85192 -0.80554
H -0.15292 2.65208 -2.46452
H -1.51461 0.82659 3.61526
H -3.35722 -4.83294 -2.37278
H 3.84540 1.90847 5.66894
C 1.08774 -3.17699 -5.15715
H 1.39571 0.86475 -1.79424
C 4.37321 2.82356 5.94412
H -0.52255 2.13688 -0.82203
H -2.92374 -0.17234 1.25564
C 0.93184 2.30848 2.09283
H 0.79722 1.26661 5.49497
C 2.24090 2.16560 2.87960
H 1.05064 3.12136 1.38529
C 3.22539 1.18010 2.20722
C 4.62429 1.80530 2.05567
H -0.22225 -2.34654 -1.17027
H -2.80217 1.12139 0.07312
P -1.07167 -2.41884 -3.35456
H -3.10621 -2.99512 -0.68022
H 0.08275 -0.19485 -1.34738
C -0.03209 5.28537 1.83166
H 0.30948 3.65487 4.80603
H -1.39846 -0.36672 5.12119
C -0.46917 1.08031 3.70085
C 0.37055 0.59044 -2.05190
C 0.15190 -5.46351 -5.90847
O -1.11736 5.32734 1.30774
H 4.49242 2.85782 1.83466
C 0.49690 -3.24397 -3.74015
H 1.22680 -2.78355 -3.06663
H 1.27032 5.19598 3.55552
H 0.80794 1.39674 1.52159
H 1.07174 -3.97510 -7.13706
O -1.63962 3.91787 4.18977
O -3.55837 3.18465 3.17629
H 6.72676 3.30518 3.81978
C 5.73237 2.94322 4.05400
O 5.69110 2.79251 5.45245
H -0.39239 -5.57806 -4.96959
C -3.80338 -2.83827 -4.31988
C -1.12654 0.17838 6.07141
C -0.51763 1.81780 -1.86389
C -0.25914 3.71609 3.88845
H -4.88041 -4.65382 -1.52501
H -2.16889 0.18480 6.40069
C 0.42012 -4.00331 -6.26227
H -4.28752 -3.35863 -5.14898
O -1.51378 2.69438 2.34791
H 2.70028 3.14209 2.96923
C -0.21575 1.15528 5.17485
C -0.89770 -0.71539 -3.90960
C -2.31935 -3.24270 -4.34925
H -3.97148 -0.91129 -0.79149
C -0.25900 2.48441 3.01092
H 6.45235 1.20323 3.00538
H 4.39659 2.89609 7.02177
H 0.47862 0.90985 -4.16614
H -5.64770 -2.97571 -3.23941
H -2.61657 -0.43442 -1.77843
C 0.36081 0.06184 -3.48971
H -1.55164 1.62507 -2.15689
H -1.91803 -2.37445 0.38812
Cl 1.42563 5.55346 0.77547
H 1.08480 -6.02235 -5.82594
H -0.45099 -5.93354 -6.68445
H -1.09957 -3.79608 -1.48454
H -0.33144 5.83560 3.81837
H -4.31797 -2.41873 -2.28237
H 0.42160 -4.27957 -3.39954
C -1.17185 -2.70538 -1.57883
C -4.40832 -4.56426 -2.50317
H 0.20568 0.31999 3.33183
H 1.24155 -0.56698 -3.64179
H 2.84966 0.94739 1.21531
O -1.19052 1.73908 5.84078
H -1.38616 0.12828 0.43836
H -2.00840 -3.05071 -5.37866
H 5.08866 1.35740 1.18350
C -2.47070 0.11053 0.30504
C 5.49735 1.61406 3.30693
H 5.02479 3.70073 3.71881
H -1.80007 -0.14109 -3.68973
H 3.85407 3.70637 5.57008
```

Computed Löwdin charges, given in elementary charges: H 0.086; H 0.094; C -0.212; H 0.103; H 0.085; H 0.110; C -0.524; H 0.091; H 0.103; C -0.247; H 0.112; C -0.067; H 0.122; H 0.106; C -0.250; H 0.087; H 0.131; H 0.056; H 0.075; C -0.222; H 0.112; C -0.108; H 0.063; H 0.086; C -0.116; H 0.126; C -0.161; H 0.068; C -0.174; C -0.191; H 0.094; H 0.082; P 1.019; H 0.086; H 0.078; C -0.719; H 0.163; H 0.062; C -0.034; C -0.249; C -0.096; O 0.084; H 0.101; C -0.273; H 0.098; H 0.111; H 0.106; H 0.115; O 0.111; O 0.181; H 0.124; C -0.227; O -0.172; H 0.051; C -0.212; C 0.034; C -0.088; C -0.184; H 0.081; H 0.126; C -0.257; H 0.121; O 0.064; H 0.100; C -0.365; C -0.259; C -0.263; H 0.108; C -0.344; H 0.107; H 0.090; H 0.124; H 0.119; H 0.071; C -0.221; H 0.068; H 0.119; Cl 0.635; H 0.084; H 0.081; H 0.105; H 0.146; H 0.066; H 0.099; C -0.255; C -0.098; H 0.136; H 0.097; H 0.095; O -0.047; H 0.060; H 0.085; H 0.103; C -0.101; C -0.147; H 0.103; H 0.089; H 0.084

***

Which value of net charge does entry 2 give?
0

***

calculated total energy of number 3 (C31H59ClO6P)?
-2469.1808 hartree

***

The lowest calculated total energy belongs to which entry?
C36H44BrCuN5O6S2